Entry 1:
Density functional theory data (ωB97M-V with the def2-TZVPD basis set) for one molecule with the formula C8H14N2O3.

Results
Energy in a.u.: -648.47128
Lowest unoccupied orbital energy in eV: 0.36
Highest occupied orbital energy in eV: -9.7

Last column: Löwdin charge in e.
Positions of all 27 atoms, in Å:
O: -1.90 0.88 1.01  0.07
O: 2.12 0.46 0.99  0.07
O: 2.46 2.67 0.72  0.06
N: -0.27 1.60 -0.45  0.11
N: 0.33 -1.19 0.33  -0.04
C: -1.11 0.62 0.10  -0.39
C: 2.01 1.60 0.26  -0.42
C: -0.89 -0.77 -0.42  -0.26
C: -1.42 -2.43 1.27  -0.17
C: -1.87 -1.80 -0.04  -0.17
C: -0.23 -1.60 1.67  -0.15
C: 1.04 1.53 -0.90  -0.34
C: 1.35 2.54 -2.02  -0.02
H: 1.52 -0.25 0.61  0.02
H: -0.67 -0.76 -1.52  0.16
H: -2.25 -2.44 2.00  0.13
H: -2.03 -2.56 -0.85  0.13
H: 1.13 0.54 -1.41  0.15
H: 1.65 3.51 -1.53  0.10
H: -0.56 -0.65 2.14  0.13
H: -1.13 -3.48 1.12  0.11
H: 0.54 2.76 -2.64  0.05
H: 2.23 2.27 -2.61  0.08
H: 0.59 -2.11 2.17  0.13
H: -2.91 -1.35 0.04  0.14
H: 0.68 -2.07 -0.12  0.16
H: -0.42 2.49 0.08  0.18


Entry 2:
Density functional theory data (ωB97M-V with the def2-TZVPD basis set) for C6H15N as an isolated structure.

Results
Energy in a.u.: -292.20772
Lowest unoccupied orbital energy in eV: 1.04
Highest occupied orbital energy in eV: -8.3

Last column: Löwdin charge in e.
Positions of all 22 atoms, in Å:
N: -0.03 0.32 -1.14  0.05
C: -0.83 -0.63 -1.05  -0.34
C: -1.63 -1.19 0.10  -0.17
C: -2.23 -0.24 1.09  -0.10
C: 0.71 0.68 0.09  -0.46
C: 0.72 2.23 0.21  -0.06
C: 2.10 0.03 0.14  -0.07
H: -0.97 -1.14 -2.00  0.10
H: 1.04 -1.93 -1.93  0.05
H: 0.18 2.76 -0.56  0.06
H: 1.17 -2.50 -1.47  0.07
H: 0.18 0.35 1.00  0.10
H: 0.58 2.53 1.26  0.07
H: -2.16 -2.06 -0.22  0.10
H: 1.77 2.53 0.06  0.06
H: 2.73 0.26 -0.73  0.09
H: 2.62 0.25 1.06  0.08
H: -0.49 -1.32 0.12  0.10
H: -3.32 -0.34 1.06  0.08
H: -1.93 -0.35 2.12  0.07
H: 1.81 -1.01 0.00  0.03
H: -2.02 0.80 0.79  0.08


Entry 3:
Density functional theory data (ωB97M-V with the def2-TZVPD basis set) for a 8-piece molecular cluster, C36H40O20 overall.

Results
Energy in a.u.: -2899.89267
Lowest unoccupied orbital energy in eV: -2.73
Highest occupied orbital energy in eV: -8.8

Last column: Löwdin charge in e.
Positions of all 96 atoms, in Å:
O: -1.00 -0.45 -7.67  0.18
O: 3.57 -0.51 -4.68  0.08
O: -3.13 -3.81 -0.26  0.20
O: -0.34 -0.26 -0.47  0.13
O: 2.46 4.34 3.03  0.04
O: 1.08 1.13 1.22  0.13
O: 5.83 -2.75 6.79  0.04
O: 2.44 0.39 3.80  0.16
O: 0.11 5.05 -1.31  0.11
O: -4.73 -2.23 -5.08  0.06
O: 2.49 -4.00 3.49  0.04
O: 6.92 -1.25 4.82  0.11
O: 1.36 -1.33 5.71  0.13
O: 3.25 -2.48 -6.43  0.09
O: -0.99 0.82 -5.26  0.11
O: -0.93 3.71 -3.19  0.09
O: -6.16 2.78 -4.03  0.00
O: -4.79 -5.42 -1.41  0.15
O: -2.97 -0.58 -3.79  0.04
O: -2.60 1.15 3.18  0.05
C: 1.14 -1.76 -7.16  0.14
C: 5.01 -2.04 6.07  -0.37
C: 2.78 -3.33 2.48  -0.46
C: -2.41 -0.02 2.97  -0.49
C: 4.58 -0.39 4.17  0.14
C: 3.63 -2.20 6.36  0.15
C: -4.76 -3.87 -3.48  0.06
C: 2.34 -0.73 -5.28  -0.17
C: -2.94 -2.28 -1.90  0.14
C: 1.28 0.27 -4.97  0.11
C: 1.87 4.97 5.31  -0.02
C: -0.61 2.99 -2.05  -0.08
C: 0.44 3.22 0.20  0.12
C: -0.10 -0.73 -6.80  -0.12
C: -4.40 -2.62 -3.90  -0.40
C: -3.37 -3.52 -1.30  -0.46
C: 2.31 -1.71 -6.29  -0.44
C: 1.70 -2.86 1.50  -0.02
C: 4.19 -3.20 1.95  -0.05
C: 2.31 5.22 3.86  -0.47
C: 3.15 -0.35 4.38  -0.46
C: -4.05 2.60 -2.88  -0.03
C: -5.86 0.68 -2.81  0.00
C: -1.19 -0.74 3.55  -0.01
C: -4.37 -4.37 -2.17  -0.07
C: 2.73 -1.25 5.44  -0.01
C: 2.63 6.63 3.46  -0.03
C: -0.20 0.89 -0.64  -0.41
C: -0.03 3.88 -1.04  -0.36
C: -3.42 -1.82 -3.29  -0.11
C: -3.26 -0.64 1.85  -0.03
C: -0.02 0.22 -5.67  -0.37
C: 5.58 -1.32 5.04  -0.14
C: -0.69 1.45 -1.87  0.13
C: 0.40 1.80 0.37  -0.23
C: -5.42 2.10 -3.24  -0.41
H: 3.77 6.85 3.65  0.14
H: 1.18 1.69 2.02  0.14
H: -6.83 0.76 -2.46  0.06
H: -3.72 -1.65 2.06  0.08
H: 5.09 0.13 3.45  0.08
H: -2.25 -1.86 -1.13  0.10
H: 2.38 6.89 2.35  0.12
H: 3.53 -2.87 7.00  0.03
H: 0.86 5.33 5.74  0.12
H: 5.08 -3.57 2.63  0.12
H: 2.61 5.12 6.00  0.04
H: -1.42 -1.12 4.48  0.04
H: 1.59 3.89 5.35  0.09
H: 0.81 3.80 0.96  0.07
H: -5.90 -0.02 -3.53  0.03
H: -0.71 4.60 -3.18  0.06
H: 2.06 7.25 3.94  0.00
H: -5.56 -4.47 -3.86  0.12
H: 4.64 -2.24 1.63  0.08
H: -3.83 3.58 -3.24  0.06
H: -3.46 -0.42 -4.61  0.10
H: -1.11 -0.90 -8.46  0.11
H: 7.29 -1.83 5.52  0.12
H: -0.93 -1.56 2.79  0.10
H: 1.18 -2.00 6.24  0.02
H: 1.43 1.06 -4.00  0.19
H: -1.05 0.92 -2.62  0.02
H: -5.04 0.40 -2.03  0.11
H: 4.32 -3.66 1.03  0.05
H: -0.29 -0.08 3.70  0.08
H: -3.87 2.33 -1.83  0.09
H: 1.69 -1.69 1.40  0.11
H: 0.88 -2.90 2.17  0.04
H: -4.20 -5.51 -0.75  0.03
H: -3.21 1.93 -3.45  0.13
H: -4.20 -0.08 1.73  0.07
H: 1.70 -3.21 0.44  0.10
H: 1.06 -2.19 -8.08  0.05
H: -2.47 -0.89 0.89  0.13
H: 4.05 -1.29 -4.59  0.07


Entry 4:
Density functional theory data (ωB97M-V with the def2-TZVPD basis set) for C5H8ClO3P as an isolated structure.

Results
Net charge: -2
Energy in a.u.: -1222.64112
Lowest unoccupied orbital energy in eV: 5.77
Highest occupied orbital energy in eV: -1.7

Last column: Löwdin charge in e.
Positions of all 18 atoms, in Å:
Cl: 4.40 -3.67 -1.82  -1.00
P: -2.09 0.91 -0.57  0.10
O: -1.07 1.41 -1.51  -0.32
O: -2.30 1.49 0.74  -0.35
O: -3.25 0.24 -1.18  -0.37
C: 1.73 0.43 -0.84  0.05
C: -1.19 -1.33 0.68  0.05
C: -0.37 -0.63 -0.32  -0.22
C: 0.63 0.88 1.39  -0.07
C: 0.72 0.26 0.03  -0.42
H: 1.57 1.28 1.70  0.06
H: 0.41 0.11 2.13  0.06
H: 1.76 0.08 -1.97  0.12
H: -1.83 -2.08 0.43  0.01
H: 2.67 0.87 -0.62  0.03
H: -0.37 -1.20 -1.26  0.12
H: -1.31 -0.72 1.66  0.07
H: -0.11 1.67 1.34  0.06


Entry 5:
Density functional theory data (ωB97M-V with the def2-TZVPD basis set) for a 2-piece molecular cluster, C9H18BN2O3S overall.

Results
Net charge: -1
Energy in a.u.: -1111.91587
Lowest unoccupied orbital energy in eV: 2.45
Highest occupied orbital energy in eV: -4.3

Last column: Löwdin charge in e.
Positions of all 34 atoms, in Å:
S: -2.20 2.37 -3.71  0.51
O: 0.30 0.38 3.84  0.02
O: -1.13 -0.20 -1.19  -0.12
O: 0.15 -1.98 -0.43  -0.13
N: -1.86 0.62 3.28  0.01
N: -1.32 -0.61 -3.60  0.06
C: 1.86 -2.32 -2.44  -0.15
C: 3.14 0.13 -2.24  -0.17
C: 0.34 -1.99 -1.92  -0.22
C: 2.61 -1.08 -3.22  -0.27
C: -1.66 0.72 -3.84  -0.54
C: -0.77 0.95 4.03  -0.55
C: -3.19 1.16 3.35  -0.09
C: -0.93 2.00 5.09  -0.03
C: -0.37 -0.60 -2.42  -0.32
B: -0.11 -0.53 -0.14  -0.62
H: 0.30 0.36 -2.61  0.13
H: -1.68 1.69 5.82  0.08
H: 0.91 -0.02 -0.49  0.05
H: -1.67 -0.10 2.59  0.11
H: -0.23 -2.98 -2.23  0.15
H: 2.56 1.15 -2.47  0.08
H: -3.29 1.93 4.12  0.07
H: 0.02 2.15 5.60  0.08
H: -3.88 0.34 3.56  0.08
H: -1.23 2.95 4.63  0.08
H: 3.57 -1.53 -3.76  0.09
H: 3.06 -0.08 -1.10  0.07
H: -0.39 -0.27 0.99  0.05
H: 2.52 -2.76 -1.57  0.12
H: 1.75 -3.19 -3.24  0.10
H: 1.95 -0.61 -4.09  0.11
H: -3.43 1.59 2.37  0.09
H: 4.27 0.35 -2.56  0.06


Entry 6:
Density functional theory data (ωB97M-V with the def2-TZVPD basis set) for C40H59CoN5O4P2 as an isolated structure.

Results
Net charge: +1
Energy in a.u.: -4199.79669
Spin multiplicity: 5
Lowest unoccupied orbital energy (alpha / beta) in eV: -3.32 / -5.20
<S²>: 6.02
Highest occupied orbital energy (alpha / beta) in eV: -11.8 / -11.7

Last column: Löwdin charge in e.
Positions of all 111 atoms, in Å:
Co: -0.01 -0.84 0.93  0.78
P: 0.10 1.88 2.53  0.31
P: -0.21 -0.88 -1.69  1.13
O: 0.23 3.27 1.82  -0.17
O: -0.15 0.93 1.30  -0.35
O: 1.22 1.49 3.40  -0.22
O: -1.23 1.93 3.38  -0.14
N: -1.39 -2.11 0.86  0.03
N: 2.04 -1.20 1.06  0.06
N: 0.26 -1.49 3.03  0.07
N: -2.44 -4.20 1.46  0.14
N: -2.75 -6.51 0.64  0.14
C: 1.01 -1.68 5.69  0.03
C: 4.27 -0.97 0.27  -0.01
C: -4.50 0.72 -2.16  -0.19
C: -0.65 -1.61 3.98  -0.08
C: 3.87 -1.22 2.63  -0.12
C: 0.70 1.34 -3.22  -0.18
C: 1.14 4.37 2.18  -0.60
C: 4.76 -1.04 1.56  0.03
C: -2.11 1.25 -1.43  -0.20
C: 4.30 -1.32 4.00  0.00
C: 2.22 -0.64 -3.19  -0.22
C: -1.93 -0.22 -1.86  -0.42
C: 0.53 -3.90 -4.11  -0.19
C: -3.30 0.99 2.48  -0.03
C: 3.40 -1.47 4.99  0.01
C: 0.76 -0.20 -3.11  -0.41
C: 0.48 -5.01 -1.81  -0.17
C: -3.26 2.71 4.28  -0.02
C: 1.56 -1.46 3.38  -0.17
C: 2.71 -0.44 -4.63  -0.17
C: 2.51 -1.29 2.33  -0.13
C: 0.68 -3.54 -1.42  -0.23
C: 2.00 -1.55 4.70  -0.13
C: -3.61 1.55 -1.23  -0.18
C: 2.58 3.97 1.89  -0.03
C: -3.78 0.47 -3.48  -0.18
C: 0.95 4.76 3.64  -0.02
C: 0.72 -5.20 -3.32  -0.17
C: 2.90 -1.05 0.07  -0.09
C: -2.56 -0.45 -3.25  -0.18
C: -1.88 -3.16 1.13  -0.29
C: -2.68 3.35 1.94  -0.02
C: -2.59 -5.43 1.00  -0.33
C: -0.43 -2.69 -2.07  -0.41
C: 1.81 1.87 -4.15  -0.18
C: 0.72 5.51 1.26  -0.03
C: 2.13 0.85 -5.25  -0.18
C: -0.31 -1.71 5.33  0.00
C: -0.65 -3.10 -3.55  -0.18
C: -2.61 2.25 2.99  -0.59
H: 1.15 -5.65 -1.23  0.11
H: -1.83 -0.27 -4.05  0.10
H: 2.48 -1.00 -0.92  0.05
H: -2.47 -0.83 -1.13  0.09
H: 1.67 -3.22 -1.75  0.09
H: -1.56 1.45 -0.51  0.07
H: -1.70 1.91 -2.19  0.10
H: -1.68 -1.65 3.65  0.11
H: -0.08 5.07 3.82  0.09
H: 2.42 -1.30 -5.24  0.11
H: -2.88 -1.49 -3.34  0.11
H: 3.72 -1.53 6.02  0.13
H: 1.38 6.36 1.41  0.10
H: -5.45 1.24 -2.34  0.11
H: -1.54 -3.73 -3.60  0.13
H: 2.82 -0.01 -2.52  0.10
H: -4.31 1.22 2.14  0.10
H: -4.75 -0.24 -1.70  0.12
H: 1.44 -3.30 -4.07  0.09
H: -3.89 1.37 -0.19  0.08
H: -2.77 3.62 4.64  0.09
H: 2.37 -1.68 -2.89  0.08
H: 0.78 5.19 0.22  0.09
H: 0.65 -3.42 -0.34  0.08
H: -2.20 4.26 2.31  0.08
H: 0.35 -4.12 -5.16  0.12
H: 3.24 4.82 2.06  0.09
H: -0.30 5.81 1.48  0.08
H: 2.84 1.28 -5.96  0.11
H: -4.44 0.01 -4.21  0.11
H: 4.93 -0.84 -0.58  0.12
H: -3.77 2.62 -1.41  0.12
H: 0.25 -0.63 -3.97  0.09
H: 1.61 5.59 3.89  0.10
H: 2.88 3.15 2.54  0.07
H: 1.18 3.92 4.29  0.08
H: 2.68 3.64 0.85  0.09
H: -3.45 1.43 -3.90  0.12
H: 0.04 -5.97 -3.70  0.11
H: 1.49 2.81 -4.59  0.11
H: -3.72 3.57 1.72  0.10
H: 1.22 0.63 -5.81  0.12
H: -2.74 0.56 1.65  0.06
H: -3.17 1.94 5.05  0.09
H: -1.10 -1.81 6.07  0.12
H: 5.83 -0.97 1.75  0.13
H: 5.36 -1.26 4.21  0.13
H: -0.86 -2.24 -4.20  0.08
H: -1.35 -2.91 -1.53  0.09
H: 2.72 2.08 -3.57  0.11
H: -3.37 0.25 3.28  0.08
H: 1.74 -5.58 -3.49  0.11
H: -0.54 -5.31 -1.55  0.11
H: 3.81 -0.41 -4.64  0.11
H: -4.32 2.92 4.11  0.10
H: -0.27 1.63 -3.62  0.10
H: 1.30 -1.75 6.73  0.13
H: -2.17 3.06 1.02  0.07
H: 0.80 1.79 -2.23  0.11


These records have max |F| values of 4.28 4.84 16.18 7.41 8.87 0.83 eV/A, in the order they appear.